Record 1
{"formula": "C2H8S2", "method": "wB97M-V/def2-TZVPD", "species": ["C", "S", "C", "H", "H", "H", "H", "H", "H", "S", "H", "H"], "positions_angstrom": [[-0.36814, 0.67800, -1.69773], [0.02038, 0.84322, 0.05136], [-1.56279, 0.45180, 0.84866], [-1.14347, 1.40105, -1.96113], [-0.85919, -0.28737, -1.85258], [0.50989, 0.75937, -2.32464], [-1.42146, -0.42816, 1.47150], [-1.83177, 1.32280, 1.43290], [-2.36627, 0.19420, 0.16091], [2.80933, -2.18725, 1.06630], [2.18310, -1.01775, 1.36666], [4.03039, -1.72990, 1.43780]], "homo_lumo_gap_ev": 9.43, "e_homo_ev": -8.52}

---

Record 2
{"formula": "C42H45N8NiO", "method": "wB97M-V/def2-TZVPD", "species": ["Ni", "C", "C", "O", "H", "H", "H", "H", "H", "N", "C", "C", "C", "C", "C", "H", "H", "H", "H", "H", "N", "C", "C", "C", "C", "C", "H", "H", "H", "H", "H", "N", "C", "C", "C", "C", "C", "H", "H", "H", "H", "H", "N", "C", "C", "C", "C", "C", "H", "H", "H", "H", "H", "N", "C", "C", "C", "C", "C", "H", "H", "H", "H", "H", "N", "C", "C", "C", "C", "C", "H", "H", "H", "H", "H", "N", "C", "C", "C", "C", "C", "H", "H", "H", "H", "H", "N", "C", "C", "C", "C", "C", "H", "H", "H", "H", "H"], "positions_angstrom": [[-1.14353, 22.86133, -6.74288], [0.48362, 20.10799, -9.80946], [0.82238, 20.61586, -8.44068], [0.05782, 21.62539, -7.97310], [0.52749, 20.97372, -10.47029], [-0.55715, 19.82670, -9.97002], [1.23608, 19.36370, -10.07009], [1.88724, 20.84539, -8.47940], [0.86669, 19.87439, -7.64296], [-2.03919, 19.58937, -15.18283], [-2.26847, 20.03766, -13.90480], [-1.51860, 19.52572, -12.84028], [-0.70354, 18.38128, -12.95992], [-0.48329, 17.91063, -14.27116], [-1.15758, 18.55325, -15.31739], [-3.03787, 20.79546, -13.89307], [-1.68332, 19.98466, -11.87662], [-0.31459, 17.89704, -12.07639], [0.29606, 17.17980, -14.42897], [-0.99645, 18.10561, -16.28696], [-1.54280, 21.17028, -5.56839], [-1.43132, 21.25613, -4.21508], [-1.54586, 20.17503, -3.29045], [-1.80110, 18.90725, -3.78432], [-1.74437, 18.72542, -5.14970], [-1.69760, 19.84665, -5.92768], [-1.28875, 22.26859, -3.86724], [-1.40279, 20.47383, -2.26252], [-1.90708, 18.04461, -3.14322], [-1.85397, 17.68984, -5.43600], [-1.79329, 19.69067, -6.99207], [0.94462, 23.23404, -5.28491], [1.86225, 22.24962, -5.07492], [2.88899, 22.39843, -4.15408], [2.94074, 23.57500, -3.37796], [2.01562, 24.56403, -3.64942], [1.07462, 24.38450, -4.67028], [1.66223, 21.37608, -5.67769], [3.56996, 21.56166, -4.10422], [3.58378, 23.70467, -2.52001], [2.09156, 25.48688, -3.09356], [0.28003, 25.11538, -4.69924], [0.76495, 14.51591, -11.69743], [1.13092, 14.54982, -10.42006], [1.95537, 15.58839, -9.90585], [2.55210, 16.48554, -10.69964], [2.31802, 16.36513, -12.10912], [1.44234, 15.36766, -12.55500], [0.59447, 13.89818, -9.74628], [2.14270, 15.69704, -8.84778], [3.19266, 17.28792, -10.36457], [2.83774, 17.04192, -12.77111], [1.30561, 15.10333, -13.59319], [3.85897, 19.64982, -12.67227], [3.53193, 20.30677, -11.55654], [4.36924, 20.28585, -10.45095], [5.54185, 19.54367, -10.38679], [5.83771, 18.81075, -11.54123], [4.97639, 18.83714, -12.63300], [2.62191, 20.88817, -11.57222], [4.04258, 20.81926, -9.57051], [6.21373, 19.50023, -9.54234], [6.58414, 18.03092, -11.57455], [5.24663, 18.26174, -13.50609], [-0.75227, 24.49521, -8.01732], [0.51924, 24.73985, -8.46119], [0.86174, 25.77397, -9.38560], [-0.12183, 26.53348, -9.95431], [-1.49853, 26.17855, -9.70675], [-1.78955, 25.24912, -8.62981], [1.29435, 24.20936, -7.92809], [1.87379, 25.93081, -9.72848], [0.11804, 27.29675, -10.67976], [-2.30872, 26.72933, -10.16132], [-2.77763, 25.23084, -8.19420], [-2.96562, 22.30093, -8.05248], [-2.77359, 21.71335, -9.30080], [-3.78215, 21.01985, -9.95656], [-5.08417, 21.03157, -9.40352], [-5.30271, 21.67752, -8.18279], [-4.23776, 22.41847, -7.64284], [-1.75153, 21.58542, -9.62547], [-3.52158, 20.49279, -10.86249], [-5.84975, 20.55202, -9.99540], [-6.27401, 21.68145, -7.71061], [-4.28451, 22.99460, -6.73055], [4.95952, 16.22130, -7.09697], [5.35120, 17.48469, -7.30085], [4.53784, 18.60631, -7.05883], [3.25420, 18.37310, -6.57659], [2.75457, 17.06028, -6.52250], [3.67652, 16.01682, -6.69484], [6.37042, 17.61476, -7.63353], [4.81501, 19.63376, -7.24301], [2.54839, 19.13235, -6.27362], [1.79541, 16.92387, -6.04522], [3.35388, 15.00002, -6.52629]], "multiplicity": 3, "homo_lumo_gap_ev": [7.74, 6.66], "charge": 1, "e_homo_ev": [-10.34, -10.22]}

---

Record 3
{"formula": "C41H34MnN6OSi", "method": "wB97M-V/def2-TZVPD", "species": ["Mn", "C", "O", "C", "C", "C", "C", "C", "C", "C", "N", "C", "C", "N", "C", "C", "C", "C", "N", "C", "C", "N", "C", "C", "C", "C", "H", "H", "H", "H", "H", "H", "H", "H", "H", "H", "H", "H", "H", "H", "C", "C", "C", "C", "C", "C", "C", "C", "C", "C", "C", "C", "C", "C", "C", "N", "H", "H", "H", "H", "H", "H", "H", "H", "H", "H", "N", "C", "H", "C", "Si", "C", "C", "C", "C", "H", "H", "H", "H", "H", "H", "H", "H", "H"], "positions_angstrom": [[0.73703, 2.05844, 0.43422], [-4.77830, -10.54688, 1.98625], [-5.01475, -9.67656, 0.92455], [-4.62606, -8.38724, 1.01156], [-3.97844, -7.92463, 2.14414], [-3.43877, -6.65335, 2.14861], [-3.57371, -5.84805, 1.04702], [-4.31619, -6.27791, -0.07059], [-4.84642, -7.51584, -0.08274], [-3.03146, -4.48928, 0.96226], [-3.02701, -3.71455, -0.08868], [-2.26430, -2.62245, 0.25922], [-1.74718, -2.75247, 1.50166], [-2.25108, -3.93965, 1.96892], [-0.87234, -1.82095, 2.16503], [-0.44138, -1.94543, 3.47146], [0.36421, -1.01475, 4.01928], [0.70346, 0.07469, 3.19340], [0.26904, 0.24643, 1.95301], [-0.49525, -0.72021, 1.42033], [-0.92008, -0.61558, 0.04389], [-0.41120, 0.41061, -0.69369], [-0.86978, 0.58275, -1.91707], [-1.80923, -0.23304, -2.55432], [-2.26060, -1.32181, -1.84491], [-1.79201, -1.53728, -0.53089], [-5.07374, -11.56563, 1.68878], [-5.26243, -10.30234, 2.93003], [-3.70078, -10.56960, 2.17143], [-3.86416, -8.54546, 2.98369], [-2.81183, -6.38082, 3.01150], [-4.53895, -5.60055, -0.92636], [-5.40424, -7.91782, -0.90509], [-1.87820, -4.47441, 2.74135], [-0.66146, -2.84800, 4.01219], [0.76739, -1.07882, 5.00472], [1.42667, 0.81763, 3.48317], [-0.45632, 1.40963, -2.41869], [-2.08766, 0.02431, -3.54415], [-2.96935, -2.08147, -2.23188], [-0.11704, 4.16457, 4.02624], [-1.09833, 5.03287, 3.53402], [-1.41907, 5.07560, 2.21985], [-0.66806, 4.33281, 1.34432], [0.38538, 3.52045, 1.81703], [0.72206, 3.49492, 3.14839], [-0.86466, 4.42538, -0.13011], [-1.59729, 5.49879, -0.71963], [-1.55421, 5.66463, -2.07761], [-0.73622, 4.81273, -2.84104], [-0.55558, 5.01197, -4.22603], [0.38818, 4.29516, -4.94196], [1.12224, 3.30790, -4.24592], [0.93540, 3.09729, -2.91094], [-0.02087, 3.81244, -2.19643], [-0.13514, 3.60971, -0.85550], [0.06311, 4.14893, 5.12779], [-1.72919, 5.55705, 4.20706], [-2.12094, 5.77783, 1.82690], [1.62269, 2.98880, 3.50718], [-2.19101, 6.17491, -0.08922], [-2.14460, 6.45772, -2.58830], [-1.04024, 5.83661, -4.74757], [0.60040, 4.48671, -5.99174], [1.88709, 2.78318, -4.77748], [1.48007, 2.33104, -2.34356], [3.05316, 1.53928, 2.36029], [2.77367, 1.81839, 1.12884], [4.07321, 1.60839, 2.47075], [5.98975, 0.60816, -2.65751], [5.80224, 2.31127, -2.04428], [7.31543, 2.79391, -1.07879], [5.56078, 3.57766, -3.30860], [4.31850, 2.22452, -0.98249], [3.71960, 2.08574, 0.08607], [6.65801, 0.37300, -3.50077], [5.02356, 0.20607, -3.00013], [6.26149, -0.05342, -1.84831], [8.01087, 3.19847, -1.84665], [7.81980, 1.93908, -0.62041], [7.11997, 3.61850, -0.42651], [6.43135, 3.78493, -3.93912], [5.33241, 4.52468, -2.72382], [4.72889, 3.43968, -4.01688]], "multiplicity": 5, "homo_lumo_gap_ev": [6.26, 6.79], "charge": 1, "e_homo_ev": [-9.90, -9.90]}

---

Record 4
{"formula": "C32H22F12N2O9STa", "method": "wB97M-V/def2-TZVPD", "species": ["Ta", "C", "C", "C", "C", "C", "N", "C", "C", "C", "C", "C", "C", "C", "C", "O", "C", "F", "F", "F", "C", "F", "F", "F", "C", "C", "C", "O", "C", "F", "F", "F", "C", "F", "F", "F", "H", "H", "H", "H", "H", "H", "H", "H", "H", "H", "H", "H", "O", "C", "O", "C", "C", "C", "N", "C", "C", "C", "O", "O", "H", "H", "H", "C", "C", "C", "O", "C", "O", "O", "H", "H", "H", "H", "H", "H", "H", "S", "C"], "positions_angstrom": [[0.45989, 0.02913, 0.93534], [-6.71428, -0.10900, -1.41538], [-5.22072, -0.28038, -1.30936], [-4.42646, -0.49014, -2.42845], [-3.05662, -0.58437, -2.32837], [-2.35658, -0.45730, -1.09884], [-0.99071, -0.53685, -0.99320], [-0.23574, -0.63378, -2.15907], [-0.49396, 0.17419, -3.27901], [0.14128, -0.00912, -4.48715], [1.07044, -1.02916, -4.65116], [1.70221, -1.32976, -5.98592], [1.42650, -1.75827, -3.52715], [0.84783, -1.53228, -2.28222], [1.40227, -2.20793, -1.03264], [1.13705, -1.46771, 0.10075], [0.76813, -3.61472, -0.86776], [-0.53593, -3.60045, -1.16436], [1.35404, -4.50575, -1.70289], [0.89882, -4.09310, 0.37738], [2.95882, -2.39332, -1.05582], [3.33925, -3.15806, -0.01077], [3.47212, -2.99217, -2.14724], [3.56115, -1.20953, -0.94501], [-3.19724, -0.39311, 0.04870], [-4.57679, -0.27914, -0.08269], [-2.58179, -0.62861, 1.42172], [-1.44499, 0.07335, 1.65764], [-2.30162, -2.20195, 1.59419], [-0.97356, -2.42279, 1.65826], [-2.77446, -2.94689, 0.58659], [-2.79649, -2.75557, 2.72357], [-3.54789, -0.21099, 2.57925], [-4.65718, -0.98364, 2.71345], [-3.99909, 1.04883, 2.41598], [-2.90336, -0.24586, 3.75598], [-7.12151, -0.72679, -2.21901], [-6.97779, 0.93113, -1.63188], [-7.20637, -0.39075, -0.48315], [-4.89400, -0.58873, -3.40425], [-2.49769, -0.79447, -3.22524], [-1.20187, 0.98351, -3.15798], [-0.07876, 0.65665, -5.31589], [1.57620, -0.48960, -6.67028], [1.24256, -2.20946, -6.44571], [2.76832, -1.53294, -5.87480], [2.18283, -2.52079, -3.63898], [-5.20352, -0.21722, 0.79413], [7.10340, -1.60660, 3.99843], [6.85290, -0.49131, 3.50516], [7.56282, 0.51729, 3.35378], [5.38530, -0.33708, 2.98306], [4.54733, -1.43735, 2.88897], [3.26968, -1.27905, 2.38526], [2.79160, -0.10888, 1.96275], [3.58138, 0.96526, 2.08523], [4.87085, 0.89007, 2.58886], [3.07918, 2.31490, 1.68261], [3.39025, 3.31626, 2.26733], [2.33255, 2.43654, 0.56429], [4.91959, -2.40030, 3.21121], [2.58365, -2.11355, 2.31063], [5.47858, 1.78039, 2.66789], [0.07553, 4.81321, 1.71273], [-0.65156, 3.47281, 1.74636], [-2.08744, 3.64113, 2.22531], [-0.72141, 2.89277, 0.44895], [0.06926, 2.53639, 2.76530], [0.15119, 2.87451, 3.92365], [0.54731, 1.42274, 2.27952], [-0.52418, 5.54442, 1.16640], [1.05264, 4.71273, 1.23701], [0.23567, 5.16030, 2.73267], [-2.08829, 4.04819, 3.23509], [-2.58414, 2.67469, 2.22393], [-2.61983, 4.30857, 1.54531], [0.07189, 3.14536, -0.03737], [2.14184, 1.58235, -1.79632], [1.83969, 1.35887, -0.20531]], "multiplicity": 2, "homo_lumo_gap_ev": [6.28, 6.72], "charge": -2, "e_homo_ev": [-2.21, -2.65]}